{"formula": "C6H12N2O", "method": "ωB97M-V with the def2-TZVPD basis set", "smiles": "[H]/N=C/CC.C=CC(N)=O", "e_homo_ha": -0.33745, "lumo_energy_ev": 0.6, "e_tot_ev": -11443.101, "orbital_gap_ev": 9.794, "elements": ["H", "N", "C", "C", "C", "H", "H", "H", "H", "H", "H", "C", "C", "C", "N", "O", "H", "H", "H", "H", "H"], "positions_angstrom": [[1.73, -0.12, -2.25], [1.04, -0.36, -1.54], [-0.17, -0.39, -1.92], [-1.27, -0.58, -0.96], [-1.18, -1.87, -0.16], [-0.46, -0.16, -2.96], [-1.10, 0.30, -0.17], [-2.23, -0.51, -1.47], [-0.23, -1.92, 0.37], [-1.27, -2.74, -0.81], [-1.95, -1.89, 0.61], [0.40, 2.36, 0.42], [-0.12, 1.46, 1.26], [0.78, 0.44, 1.94], [1.63, -0.18, 1.11], [0.62, 0.19, 3.12], [-0.14, 3.25, 0.13], [1.33, 2.18, -0.09], [-1.00, 1.71, 1.84], [1.44, -0.23, 0.00], [2.17, -0.93, 1.53]]}